Record 1
Molecular formula: H44O22
Method: DFT, wB97M-V/def2-TZVPD

Results
**Frontier orbital gap**: 8.9886 eV
**Energy relative to the best compared isomer or geometry (same formula, charge and spin)**: 70.4 kcal per mole
**HOMO energy**: -9.91 eV

```
! RIJCOSX wB97M-V def2-TZVPD def2/J DEFGRID3
* xyz 0 1
O 9.89640 11.04527 13.07112
H 9.43956 11.71731 12.56526
H 10.77338 11.40327 13.20885
O 9.81564 7.97541 12.42425
H 10.49742 8.12680 11.76965
H 9.59886 8.84850 12.75131
O 10.84774 8.62403 8.82226
H 10.42181 8.44813 7.98330
H 11.76060 8.37039 8.68580
O 14.54446 9.52901 9.09342
H 14.01806 8.82713 8.71066
H 14.96174 9.12766 9.85567
O 10.05676 14.39189 5.39301
H 10.16973 15.01634 6.10963
H 10.31061 14.87826 4.60864
O 7.54962 6.29926 12.66406
H 7.89458 5.59059 12.12090
H 8.17724 7.01351 12.55369
O 5.24848 12.10967 8.50199
H 4.98724 12.75217 9.16168
H 5.84072 12.58838 7.92206
O 10.70610 5.97085 8.95472
H 9.99107 5.77639 8.34879
H 10.50532 6.84448 9.29039
O 12.78872 9.14240 11.75850
H 12.59940 9.88862 11.18969
H 13.56024 8.73230 11.36757
O 6.59350 9.78164 5.29342
H 6.40334 10.68298 5.03332
H 6.56178 9.79611 6.24998
O 9.42682 10.41818 5.30777
H 8.52282 10.10351 5.30886
H 9.58638 10.68665 4.40295
O 10.89304 13.03966 10.41954
H 10.17468 13.48463 10.86920
H 10.46184 12.47895 9.77464
O 13.39636 12.48000 12.21189
H 12.59398 12.59793 11.70345
H 13.67254 13.36915 12.43410
O 13.30260 13.27471 7.62936
H 13.25460 14.05735 8.17836
H 12.51952 12.77350 7.85695
O 7.10124 13.42097 6.77665
H 6.92208 13.14998 5.87626
H 7.81116 14.05828 6.69872
O 13.26744 7.01307 8.77772
H 12.45630 6.50636 8.73893
H 13.90898 6.41061 9.15414
O 10.21710 8.08216 6.41921
H 10.02534 8.79616 5.81121
H 10.27172 7.30342 5.86530
O 6.79690 7.60889 9.57659
H 7.14240 8.49833 9.65245
H 5.95104 7.64109 10.02350
O 10.43102 12.31566 6.98933
H 10.35840 13.09070 6.43231
H 10.27102 11.57970 6.39858
O 6.31498 15.97293 8.76551
H 7.01898 15.58735 8.24404
H 6.07746 16.77177 8.29470
O 8.33554 12.81183 11.21601
H 8.52768 12.43751 10.35624
H 7.80392 12.14705 11.65381
O 9.29459 10.88320 9.11942
H 9.85622 10.11174 9.19453
H 9.59604 11.32303 8.32449
*
```

Record 2
Molecular formula: H46NaO23
Method: DFT, wB97M-V/def2-TZVPD

Results
**Frontier orbital gap**: 9.9037 eV
**Energy relative to the best compared isomer or geometry (same formula, charge and spin)**: 0.0 kcal per mole
**HOMO energy**: -12.56 eV

```
! RIJCOSX wB97M-V def2-TZVPD def2/J DEFGRID3
* xyz 1 1
Na -19.80330 -15.78052 -3.06920
O -18.18300 -12.03742 -1.52369
H -17.82668 -12.15423 -2.40439
H -17.47674 -11.61736 -1.03282
O -21.45611 -15.91140 -7.81597
H -21.20412 -16.52360 -7.12465
H -21.31165 -16.39508 -8.62924
O -14.79665 -15.63811 -1.92658
H -15.52941 -15.68854 -1.31279
H -14.01797 -15.74271 -1.37981
O -22.23456 -15.23153 -2.28555
H -22.19963 -14.68356 -1.50149
H -22.81117 -14.75709 -2.88443
O -16.88469 -16.29352 -0.34371
H -16.92179 -17.24100 -0.21286
H -17.80079 -16.02468 -0.41242
O -19.87051 -13.46024 -3.87704
H -20.37253 -12.67653 -3.65340
H -19.56695 -13.30374 -4.77124
O -23.15837 -15.29583 -5.37073
H -23.67645 -15.17687 -6.16678
H -23.27464 -14.47957 -4.88450
O -18.75891 -17.98027 -3.02191
H -17.86160 -18.26141 -3.20085
H -19.04751 -18.54206 -2.30265
O -18.13840 -16.12106 -5.13877
H -18.24194 -15.39560 -5.75460
H -17.29338 -15.96056 -4.71877
O -16.12331 -12.83819 -3.39900
H -15.77956 -12.83070 -4.29232
H -16.15325 -13.76487 -3.16114
O -21.00449 -20.96965 -4.52163
H -21.48833 -21.13215 -5.33140
H -20.36095 -20.30117 -4.75661
O -20.68308 -12.43568 -0.77144
H -20.52609 -12.83107 0.08603
H -19.80883 -12.24608 -1.11197
O -19.94021 -16.10173 -0.65350
H -20.02333 -16.96654 -0.25173
H -20.24833 -15.49412 0.01889
O -15.34291 -17.34207 -5.36238
H -15.14064 -18.06367 -5.95787
H -15.84653 -17.74743 -4.65648
O -21.41721 -17.07205 -4.70269
H -22.06029 -16.40788 -4.95082
H -21.88040 -17.90374 -4.80264
O -22.38764 -18.23288 0.80184
H -22.54756 -18.30327 -0.13928
H -22.36843 -17.29116 0.97223
O -19.11164 -19.27832 -5.54694
H -19.52504 -18.78923 -6.25836
H -18.98748 -18.63202 -4.85188
O -23.42978 -13.05779 -3.84118
H -22.93784 -12.27421 -4.08661
H -24.23680 -12.72208 -3.45097
O -22.64533 -15.41426 0.97019
H -23.42025 -15.51160 1.52360
H -22.16208 -14.68569 1.35992
O -21.32453 -13.19976 -7.58880
H -21.41488 -14.14223 -7.44803
H -22.15215 -12.93684 -7.99148
O -22.70391 -17.84190 -1.73352
H -22.64151 -16.88910 -1.66648
H -23.54107 -17.99740 -2.17080
O -19.63227 -19.36183 -0.29788
H -19.86106 -19.58549 0.60428
H -19.80404 -20.16193 -0.79442
O -18.66140 -13.66418 -6.86304
H -17.99403 -13.65765 -7.54919
H -19.46789 -13.40763 -7.31022
*
```

Record 3
Molecular formula: H46O23
Method: DFT, wB97M-V/def2-TZVPD

Results
**Frontier orbital gap**: 8.5704 eV
**Energy relative to the best compared isomer or geometry (same formula, charge and spin)**: 65.1 kcal per mole
**HOMO energy**: -9.50 eV

```
! RIJCOSX wB97M-V def2-TZVPD def2/J DEFGRID3
* xyz 0 1
O 3.42809 -13.14114 -3.89203
H 3.61295 -12.50381 -3.20219
H 4.26780 -13.26669 -4.33404
O -0.25089 -14.96867 0.33110
H 0.19437 -14.26616 -0.14269
H 0.44177 -15.59697 0.53529
O 2.47269 -15.90991 -3.38834
H 2.72773 -14.99702 -3.52176
H 3.27126 -16.40950 -3.55842
O 1.09459 -13.01519 -6.19502
H 1.84634 -13.59790 -6.08757
H 0.66993 -13.01063 -5.33719
O -3.39335 -13.29304 -2.00155
H -3.38363 -13.43536 -2.94806
H -3.32167 -14.17063 -1.62615
O -2.79123 -15.87176 -1.05598
H -2.22264 -15.49433 -0.38480
H -3.10712 -16.68921 -0.67096
O -2.17067 -17.25975 -8.02756
H -1.81590 -16.87724 -8.83008
H -2.57939 -18.07734 -8.31168
O -0.17248 -16.46535 -3.98315
H -0.03379 -17.32750 -4.37517
H 0.66614 -16.24947 -3.57527
O 0.71579 -21.40956 -3.08353
H 0.62318 -21.66859 -4.00035
H 0.03411 -21.90102 -2.62526
O 1.12175 -12.91855 -1.06016
H 1.96540 -12.75175 -1.48047
H 0.85363 -12.06738 -0.71399
O -3.47541 -13.11524 -4.89470
H -3.12277 -13.93006 -5.25239
H -2.78677 -12.46821 -5.04752
O -2.39442 -20.31712 -4.28183
H -1.74745 -21.01729 -4.36801
H -3.21071 -20.76949 -4.06911
O -3.32940 -17.40629 -3.76737
H -3.03600 -16.80744 -3.08070
H -2.72173 -18.14420 -3.71802
O 2.11708 -18.80283 -3.80819
H 2.79542 -18.84612 -3.13424
H 1.80358 -19.70342 -3.89134
O -0.00631 -13.47544 -3.56361
H -0.26945 -14.37306 -3.76675
H 0.28049 -13.51011 -2.65105
O 3.22270 -18.45321 1.18460
H 2.62805 -17.90255 0.67529
H 3.82052 -18.82478 0.53593
O 2.03801 -18.99566 -6.55316
H 1.08167 -18.97537 -6.58836
H 2.25382 -18.64545 -5.68887
O 4.76710 -19.92369 -6.38333
H 3.85418 -19.63916 -6.42646
H 4.75517 -20.82012 -6.71876
O 1.38017 -17.14814 -0.38727
H 0.58467 -17.28248 -0.90240
H 2.02485 -16.83077 -1.01966
O -0.56653 -19.01730 -6.10019
H -0.98166 -18.58040 -6.84384
H -1.29603 -19.37586 -5.59471
O -1.09564 -19.55357 -0.49177
H -1.50749 -19.44599 -1.34910
H -0.36949 -20.15722 -0.64840
O 1.33218 -16.74992 -9.00204
H 2.23965 -16.69158 -8.70319
H 1.11360 -17.67869 -8.92565
O -2.68485 -15.57521 -5.99820
H -2.75256 -16.00099 -5.14359
H -2.51354 -16.29108 -6.61008
*
```

Record 4
Molecular formula: H4I2Si2
Method: DFT, wB97M-V/def2-TZVPD

Results
**Frontier orbital gap (spin up / spin down)**: 8.4969 / 4.2568 eV
**Energy relative to the best compared isomer or geometry (same formula, charge and spin)**: 86.7 kcal per mole
**HOMO energy (spin up / spin down)**: -9.59 / -7.63 eV

```
! RIJCOSX wB97M-V def2-TZVPD def2/J DEFGRID3
* xyz 0 1
Si -0.75473 0.02777 0.08686
Si 1.55425 0.54492 -0.10047
I 2.95831 -1.53993 0.16357
I -4.71972 -0.59823 0.14332
H -2.01071 0.78237 0.36502
H -0.86488 -1.34461 0.00799
H 2.26435 1.50023 0.91111
H 1.57313 0.62748 -1.57739
*
```

What is the formula in the third record?
H46O23

Repeat the second record exactly.
Molecular formula: H46NaO23
Method: DFT, wB97M-V/def2-TZVPD

Results
**Frontier orbital gap**: 9.9037 eV
**Energy relative to the best compared isomer or geometry (same formula, charge and spin)**: 0.0 kcal per mole
**HOMO energy**: -12.56 eV

```
! RIJCOSX wB97M-V def2-TZVPD def2/J DEFGRID3
* xyz 1 1
Na -19.80330 -15.78052 -3.06920
O -18.18300 -12.03742 -1.52369
H -17.82668 -12.15423 -2.40439
H -17.47674 -11.61736 -1.03282
O -21.45611 -15.91140 -7.81597
H -21.20412 -16.52360 -7.12465
H -21.31165 -16.39508 -8.62924
O -14.79665 -15.63811 -1.92658
H -15.52941 -15.68854 -1.31279
H -14.01797 -15.74271 -1.37981
O -22.23456 -15.23153 -2.28555
H -22.19963 -14.68356 -1.50149
H -22.81117 -14.75709 -2.88443
O -16.88469 -16.29352 -0.34371
H -16.92179 -17.24100 -0.21286
H -17.80079 -16.02468 -0.41242
O -19.87051 -13.46024 -3.87704
H -20.37253 -12.67653 -3.65340
H -19.56695 -13.30374 -4.77124
O -23.15837 -15.29583 -5.37073
H -23.67645 -15.17687 -6.16678
H -23.27464 -14.47957 -4.88450
O -18.75891 -17.98027 -3.02191
H -17.86160 -18.26141 -3.20085
H -19.04751 -18.54206 -2.30265
O -18.13840 -16.12106 -5.13877
H -18.24194 -15.39560 -5.75460
H -17.29338 -15.96056 -4.71877
O -16.12331 -12.83819 -3.39900
H -15.77956 -12.83070 -4.29232
H -16.15325 -13.76487 -3.16114
O -21.00449 -20.96965 -4.52163
H -21.48833 -21.13215 -5.33140
H -20.36095 -20.30117 -4.75661
O -20.68308 -12.43568 -0.77144
H -20.52609 -12.83107 0.08603
H -19.80883 -12.24608 -1.11197
O -19.94021 -16.10173 -0.65350
H -20.02333 -16.96654 -0.25173
H -20.24833 -15.49412 0.01889
O -15.34291 -17.34207 -5.36238
H -15.14064 -18.06367 -5.95787
H -15.84653 -17.74743 -4.65648
O -21.41721 -17.07205 -4.70269
H -22.06029 -16.40788 -4.95082
H -21.88040 -17.90374 -4.80264
O -22.38764 -18.23288 0.80184
H -22.54756 -18.30327 -0.13928
H -22.36843 -17.29116 0.97223
O -19.11164 -19.27832 -5.54694
H -19.52504 -18.78923 -6.25836
H -18.98748 -18.63202 -4.85188
O -23.42978 -13.05779 -3.84118
H -22.93784 -12.27421 -4.08661
H -24.23680 -12.72208 -3.45097
O -22.64533 -15.41426 0.97019
H -23.42025 -15.51160 1.52360
H -22.16208 -14.68569 1.35992
O -21.32453 -13.19976 -7.58880
H -21.41488 -14.14223 -7.44803
H -22.15215 -12.93684 -7.99148
O -22.70391 -17.84190 -1.73352
H -22.64151 -16.88910 -1.66648
H -23.54107 -17.99740 -2.17080
O -19.63227 -19.36183 -0.29788
H -19.86106 -19.58549 0.60428
H -19.80404 -20.16193 -0.79442
O -18.66140 -13.66418 -6.86304
H -17.99403 -13.65765 -7.54919
H -19.46789 -13.40763 -7.31022
*
```

Look up the energy relative to the best compared isomer or geometry (same formula, charge and spin) of the second one.
0.0 kcal per mole

Among the records above, which one has the lowest energy relative to the best compared isomer or geometry (same formula, charge and spin)?
H46NaO23